No. 1
The following is a quantum chemistry calculation of the ion C10H12NS with charge +1, from the OMol25 dataset.

Properties
* energy above the lowest of the compared OMol25 structures with the same formula, charge and spin: 465.7 kJ/mol

Geometry as ORCA input:
```
! RIJCOSX wB97M-V def2-TZVPD def2/J DEFGRID3
* xyz 1 1
C -2.53 -0.93 -0.11
C -1.72 0.21 -0.08
C -2.00 -2.23 -0.17
C -0.28 0.08 -0.03
C -0.68 -2.35 -0.09
C 0.23 -1.32 0.11
C 1.54 1.61 0.24
C 2.58 0.69 0.24
C 1.72 -2.15 0.12
C -0.66 2.62 -0.44
N 0.21 1.54 -0.06
S 2.97 -0.85 -0.31
H -3.51 -0.77 0.22
H -2.24 1.12 0.18
H -2.60 -3.17 -0.06
H 2.48 -0.75 -1.56
H -0.23 -3.39 0.10
H 1.76 2.59 0.38
H 3.44 1.13 0.67
H 1.65 -2.59 1.08
H 1.88 -2.84 -0.73
H -1.31 2.12 -1.23
H -1.26 3.02 0.38
H 0.08 3.44 -0.56
*
```

---

No. 2
The following is a quantum chemistry calculation of a cluster of 2 separate species, C3H8O2S in total, from the OMol25 dataset.

Properties
* structure (SMILES): O=CO.CCS
* energy above the lowest of the compared OMol25 structures with the same formula, charge and spin: 42.6 kJ/mol

Geometry as ORCA input:
```
! RIJCOSX wB97M-V def2-TZVPD def2/J DEFGRID3
* xyz 0 1
O 0.11 1.62 -1.27
C 1.16 1.06 -1.37
O 2.13 1.14 -0.44
H 1.38 0.44 -2.25
H 1.68 1.48 0.34
C -1.34 0.32 1.73
C -1.53 -0.57 0.49
S -0.12 -1.62 0.13
H -0.60 1.08 1.46
H -0.85 -0.24 2.52
H -2.26 0.82 2.02
H -2.43 -1.15 0.66
H -1.77 0.07 -0.35
H -0.55 -2.68 0.82
*
```

---

No. 3
The following is a quantum chemistry calculation of the molecule C6H9N, from the OMol25 dataset.

Properties
* energy above the lowest of the compared OMol25 structures with the same formula, charge and spin: 318.6 kJ/mol

Geometry as ORCA input:
```
! RIJCOSX wB97M-V def2-TZVPD def2/J DEFGRID3
* xyz 0 1
C -0.43 -1.87 0.33
C -0.39 -0.38 0.38
C -0.11 0.61 -0.72
C 1.21 0.32 -1.44
C -0.18 2.01 -0.12
C -0.48 1.75 1.18
N -0.60 0.33 1.44
H -1.17 -2.20 -0.41
H -0.67 -2.33 1.29
H 0.54 -2.25 0.00
H 1.37 1.08 -2.21
H 1.22 -0.67 -1.92
H 2.05 0.38 -0.74
H -0.93 0.51 -1.45
H -0.64 2.40 2.03
H -0.81 -0.08 2.35
*
```

---

No. 4
The following is a quantum chemistry calculation of a structure of composition C35H50Li2O19S, from the OMol25 dataset.

Geometry as ORCA input:
```
! RIJCOSX wB97M-V def2-TZVPD def2/J DEFGRID3
* xyz 0 1
Li 1.92 3.72 0.58
Li -1.77 0.27 2.42
S 0.57 0.94 0.59
O -0.50 1.64 -0.12
O -0.01 0.28 1.71
O 1.21 0.08 -0.31
O 1.47 2.06 0.95
C -1.16 1.88 4.86
O -2.32 1.48 4.20
H -0.20 1.22 4.45
H -1.22 2.01 6.04
H -0.74 2.88 4.47
H -2.85 1.82 4.77
C -1.37 1.88 -3.61
O -1.24 0.91 -2.56
H -1.22 3.10 -3.17
H -2.36 1.75 -4.09
H -0.53 2.06 -4.52
H -0.89 1.32 -1.85
C -0.30 5.33 -0.96
O 0.41 4.03 -0.86
H 0.11 5.83 -1.71
H -0.06 5.83 -0.01
H -1.36 5.26 -1.30
H 0.02 3.19 -0.77
C 4.16 0.07 1.76
O 3.95 -0.13 0.39
H 3.54 0.64 2.49
H 5.21 0.17 2.02
H 3.95 -0.80 2.43
H 3.17 0.17 0.24
C 1.74 4.09 3.00
O 1.37 4.95 1.90
H 2.00 4.63 4.03
H 2.71 3.62 2.69
H 1.05 3.32 3.11
H 0.81 5.64 2.26
C 2.62 -2.72 4.37
C 2.74 -4.12 4.31
C 2.16 -4.80 3.19
C 1.63 -4.01 2.16
C 1.32 -2.66 2.41
C 1.81 -1.98 3.49
O 1.40 -0.74 3.86
O 2.39 -6.06 3.05
H 3.03 -2.29 5.15
H 3.08 -4.71 5.18
H 1.46 -4.49 1.26
H 0.98 -2.15 1.60
H 0.85 -0.40 3.06
H 2.18 -6.40 2.12
C 4.73 1.24 -2.94
C 5.54 0.21 -3.59
C 5.04 -1.07 -3.71
C 3.73 -1.27 -3.35
C 2.86 -0.28 -2.92
C 3.42 0.98 -2.60
O 2.60 1.94 -2.19
O 5.80 -1.99 -4.30
H 5.36 2.18 -2.81
H 6.54 0.67 -3.70
H 3.21 -2.02 -3.55
H 1.80 -0.49 -2.57
H 2.05 1.55 -1.78
H 5.38 -2.76 -4.64
C -4.74 3.42 -1.84
C -3.77 2.78 -1.00
C -3.40 3.26 0.27
C -4.15 4.35 0.81
C -5.03 5.03 0.00
C -5.39 4.57 -1.25
O -6.31 5.25 -1.98
O -2.40 2.65 1.05
H -4.98 3.25 -2.90
H -3.16 2.12 -1.59
H -3.73 4.76 1.76
H -5.66 5.81 0.40
H -6.91 6.02 -1.85
H -1.66 2.36 0.39
C 0.29 -5.53 -2.55
C -0.34 -4.25 -2.06
C 0.49 -3.28 -1.52
C 1.82 -3.41 -1.47
C 2.40 -4.59 -2.05
C 1.74 -5.66 -2.55
O 2.30 -6.85 -3.03
O 0.02 -2.08 -1.07
H -0.50 -6.14 -2.73
H -1.48 -4.19 -2.16
H 2.62 -2.73 -1.08
H 3.47 -4.81 -1.94
H 2.74 -6.73 -3.85
H 0.71 -1.36 -0.92
C -5.24 -2.57 1.12
C -4.15 -1.53 1.24
C -3.24 -1.38 0.20
C -3.27 -2.18 -0.95
C -4.38 -3.10 -1.15
C -5.31 -3.24 -0.10
O -6.24 -4.21 -0.25
O -2.31 -0.41 0.32
H -5.99 -2.61 1.85
H -4.08 -0.87 2.05
H -2.44 -2.04 -1.66
H -4.40 -3.75 -2.10
H -6.81 -4.53 0.58
H -2.08 -0.06 -0.53
*
```

---

| no. | E_LUMO (Ha) |
| --- | --- |
| 1 | -0.1380 |
| 2 | 0.0276 |
| 3 | 0.0187 |
| 4 | -0.0114 |